(1)
The molecule C22H34N4O2S, computed with the ωB97M-V functional and the def2-TZVPD basis.

SMILES string: CC(=O)N1CCC(N(CCN2CCOCC2)C(=S)Nc2ccc(C)c(C)c2)CC1
Energy above the lowest of the compared OMol25 structures with the same formula, charge and spin, kcal per mole: 2.8
E_LUMO, eV: 0.55

Each atom is followed by the atoms it is bonded to, with distances in Å.
Cartesian coordinates (Å):
1 C 2.65576 6.39134 -2.28527  C2 1.515, H30 1.088, H31 1.087, H32 1.087
2 C 3.08050 5.62979 -1.04613  C1 1.515, O3 1.217, N4 1.356
3 O 4.25130 5.53090 -0.72912  C2 1.217
4 N 2.09233 5.09079 -0.29059  C2 1.356, C5 1.443, C29 1.448
5 C 0.69731 4.98166 -0.64475  N4 1.443, C6 1.530, H33 1.088, H34 1.096
6 C 0.36096 3.52919 -0.99057  C5 1.530, C7 1.534, H35 1.090, H36 1.093
7 C 0.71211 2.62664 0.19923  C6 1.534, N8 1.454, C28 1.529, H37 1.096
8 N 0.35636 1.23862 -0.04566  C7 1.454, C9 1.447, C17 1.368
9 C 1.16692 0.46770 -0.96422  N8 1.447, C10 1.540, H38 1.091, H39 1.095
10 C 2.14721 -0.49090 -0.26310  C9 1.540, N11 1.456, H40 1.091, H41 1.101
11 N 1.55303 -1.79664 -0.01177  C10 1.456, C12 1.462, C16 1.454
12 C 2.13335 -2.44440 1.16336  N11 1.462, C13 1.539, H42 1.101, H43 1.094
13 C 1.83312 -3.95334 1.14053  C12 1.539, O14 1.404, H44 1.091, H45 1.100
14 O 0.63249 -4.21849 0.46369  C13 1.404, C15 1.413
15 C 0.71362 -3.89646 -0.90938  O14 1.413, C16 1.536, H46 1.093, H47 1.100
16 C 1.61928 -2.68181 -1.16366  N11 1.454, C15 1.536, H48 1.104, H49 1.091
17 C -0.86266 0.77929 0.37210  N8 1.368, S18 1.658, N19 1.353
18 S -1.98192 1.80211 1.04412  C17 1.658
19 N -1.06174 -0.55162 0.23017  C17 1.353, C20 1.400, H50 1.024
20 C -2.25610 -1.26364 0.39557  N19 1.400, C21 1.389, C27 1.392
21 C -3.50286 -0.74663 0.06781  C20 1.389, C22 1.382, H51 1.077
22 C -4.62727 -1.53605 0.21847  C21 1.382, C23 1.387, H52 1.081
23 C -4.54870 -2.84470 0.67209  C22 1.387, C24 1.498, C25 1.398
24 C -5.78754 -3.67378 0.82426  C23 1.498, H53 1.090, H54 1.087, H55 1.090
25 C -3.29128 -3.37545 0.97555  C23 1.398, C26 1.498, C27 1.384
26 C -3.14392 -4.79038 1.44618  C25 1.498, H56 1.089, H57 1.090, H58 1.087
27 C -2.16678 -2.58003 0.83900  C20 1.392, C25 1.384, H59 1.080
28 C 2.17885 2.81115 0.58986  C7 1.529, C29 1.530, H60 1.091, H61 1.091
29 C 2.44019 4.29344 0.86652  N4 1.448, C28 1.530, H62 1.091, H63 1.095
30 H 2.16483 5.73283 -2.99832  C1 1.088
31 H 3.54984 6.80347 -2.74519  C1 1.087
32 H 1.98398 7.20611 -2.02594  C1 1.087
33 H 0.45626 5.63624 -1.47935  C5 1.088
34 H 0.09660 5.29011 0.21863  C5 1.096
35 H -0.70419 3.43751 -1.20481  C6 1.090
36 H 0.92373 3.22810 -1.87734  C6 1.093
37 H 0.08997 2.94138 1.04549  C7 1.096
38 H 1.73852 1.16805 -1.57468  C9 1.091
39 H 0.51249 -0.09794 -1.63512  C9 1.095
40 H 2.42235 -0.05416 0.69833  C10 1.091
41 H 3.06434 -0.58830 -0.86509  C10 1.101
42 H 3.22431 -2.29946 1.20894  C12 1.101
43 H 1.68378 -1.98139 2.04633  C12 1.094
44 H 1.70241 -4.33189 2.15531  C13 1.091
45 H 2.66148 -4.50190 0.66830  C13 1.100
46 H -0.31354 -3.69045 -1.21997  C15 1.093
47 H 1.09142 -4.76080 -1.47597  C15 1.100
48 H 2.65753 -3.00542 -1.35237  C16 1.104
49 H 1.27074 -2.15209 -2.05111  C16 1.091
50 H -0.22404 -1.13856 0.18327  N19 1.024
51 H -3.59842 0.26185 -0.29780  C21 1.077
52 H -5.59308 -1.12023 -0.03102  C22 1.081
53 H -5.88651 -4.03203 1.84847  C24 1.090
54 H -6.67167 -3.09303 0.57389  C24 1.087
55 H -5.75056 -4.54611 0.17136  C24 1.090
56 H -3.60051 -5.48088 0.73793  C26 1.089
57 H -3.63903 -4.92813 2.40732  C26 1.090
58 H -2.09304 -5.04673 1.55373  C26 1.087
59 H -1.19889 -2.99378 1.07926  C27 1.080
60 H 2.40427 2.23208 1.48615  C28 1.091
61 H 2.84541 2.48703 -0.21098  C28 1.091
62 H 3.49678 4.46316 1.07974  C29 1.091
63 H 1.83852 4.62709 1.71829  C29 1.095

---

(2)
The molecule C22H34N4O5S, computed with the ωB97M-V functional and the def2-TZVPD basis.

SMILES string: CCCCN(CC)CCNC(=O)CN1C(=O)COc2ccc(S(=O)(=O)N3CCCC3)cc21
Energy above the lowest of the compared OMol25 structures with the same formula, charge and spin, kcal per mole: 36.4
E_LUMO, eV: 0.44

Each atom is followed by the atoms it is bonded to, with distances in Å.
Cartesian coordinates (Å):
1 C 4.23859 2.11624 -6.23814  C2 1.524, H33 1.088, H34 1.087, H35 1.088
2 C 3.44943 0.83708 -5.98798  C1 1.524, C3 1.526, H36 1.091, H37 1.093
3 C 2.41590 1.01754 -4.87973  C2 1.526, C4 1.534, H38 1.091, H39 1.092
4 C 1.61834 -0.26597 -4.61698  C3 1.534, N5 1.456, H40 1.094, H41 1.097
5 N 2.45677 -1.32414 -4.07132  C4 1.456, C6 1.449, C8 1.446
6 C 2.57262 -2.49960 -4.91086  N5 1.449, C7 1.534, H42 1.092, H43 1.095
7 C 1.32521 -3.38955 -4.97969  C6 1.534, H44 1.088, H45 1.087, H46 1.087
8 C 2.25533 -1.61877 -2.66994  N5 1.446, C9 1.538, H47 1.092, H48 1.104
9 C 2.91726 -0.57701 -1.75172  C8 1.538, N10 1.445, H49 1.093, H50 1.092
10 N 2.05656 0.54651 -1.46133  C9 1.445, C11 1.339, H51 1.011
11 C 1.56259 0.78135 -0.23910  N10 1.339, O12 1.216, C13 1.538
12 O 1.82330 0.12909 0.75328  C11 1.216
13 C 0.57056 1.95568 -0.20227  C11 1.538, N14 1.454, H52 1.089, H53 1.092
14 N -0.76996 1.44281 -0.43375  C13 1.454, C15 1.355, C32 1.403
15 C -1.17829 1.30030 -1.71736  N14 1.355, O16 1.217, C17 1.519
16 O -0.46657 1.57654 -2.66553  C15 1.217
17 C -2.57028 0.72020 -1.89930  C15 1.519, O18 1.409, H54 1.092, H55 1.104
18 O -3.46948 0.98421 -0.84659  C17 1.409, C19 1.363
19 C -2.94601 0.83428 0.40344  O18 1.363, C20 1.388, C32 1.403
20 C -3.80010 0.52568 1.45351  C19 1.388, C21 1.384, H56 1.078
21 C -3.29450 0.37480 2.73332  C20 1.384, C22 1.381, H57 1.078
22 C -1.93691 0.51173 2.94500  C21 1.381, S23 1.802, C31 1.381
23 S -1.26874 0.29386 4.60475  C22 1.802, O24 1.432, O25 1.433, N26 1.662
24 O -0.23703 1.26819 4.79697  S23 1.432
25 O -2.38270 0.27096 5.50572  S23 1.433
26 N -0.55747 -1.20571 4.68604  S23 1.662, C27 1.449, C30 1.446
27 C 0.70173 -1.39289 3.99370  N26 1.449, C28 1.542, H58 1.088, H59 1.094
28 C 0.39519 -2.20951 2.72156  C27 1.542, C29 1.537, H60 1.089, H61 1.088
29 C -1.07759 -2.62798 2.86141  C28 1.537, C30 1.536, H62 1.088, H63 1.091
30 C -1.41173 -2.31520 4.32719  N26 1.446, C29 1.536, H64 1.088, H65 1.094
31 C -1.07403 0.84359 1.91881  C22 1.381, C32 1.389, H66 1.077
32 C -1.57634 1.02984 0.63771  N14 1.403, C19 1.403, C31 1.389
33 H 3.57162 2.92541 -6.52843  C1 1.088
34 H 4.96568 1.96952 -7.03341  C1 1.087
35 H 4.77108 2.41910 -5.33910  C1 1.088
36 H 4.13219 0.03498 -5.70294  C2 1.091
37 H 2.94450 0.53856 -6.90978  C2 1.093
38 H 2.93413 1.32761 -3.97150  C3 1.091
39 H 1.71374 1.80765 -5.15393  C3 1.092
40 H 1.18323 -0.59073 -5.56684  C4 1.094
41 H 0.78273 -0.03936 -3.94410  C4 1.097
42 H 2.82821 -2.15926 -5.91675  C6 1.092
43 H 3.41490 -3.09120 -4.53839  C6 1.095
44 H 0.46571 -2.82038 -5.32693  C7 1.088
45 H 1.09187 -3.80451 -4.00200  C7 1.087
46 H 1.49608 -4.21101 -5.67046  C7 1.087
47 H 2.72483 -2.58245 -2.46355  C8 1.092
48 H 1.18826 -1.69492 -2.39612  C8 1.104
49 H 3.83559 -0.22268 -2.22662  C9 1.093
50 H 3.16047 -1.03078 -0.78854  C9 1.092
51 H 1.69036 1.06674 -2.24730  N10 1.011
52 H 0.60550 2.45180 0.76698  C13 1.089
53 H 0.79264 2.67134 -0.99717  C13 1.092
54 H -3.01361 1.13874 -2.80546  C17 1.092
55 H -2.45959 -0.36909 -2.03944  C17 1.104
56 H -4.85206 0.41742 1.24517  C20 1.078
57 H -3.93431 0.15323 3.57158  C21 1.078
58 H 1.14350 -0.41986 3.79104  C27 1.088
59 H 1.37396 -1.94380 4.65796  C27 1.094
60 H 1.04529 -3.08140 2.67105  C28 1.089
61 H 0.56673 -1.61198 1.82898  C28 1.088
62 H -1.23015 -3.68152 2.63434  C29 1.088
63 H -1.71347 -2.04002 2.19853  C29 1.091
64 H -2.44968 -2.03591 4.49840  C30 1.088
65 H -1.16087 -3.16447 4.97012  C30 1.094
66 H -0.02480 0.94799 2.13622  C31 1.077

---

(3)
The molecule C22H34N6S, computed with the ωB97M-V functional and the def2-TZVPD basis.

SMILES string: CCN(CC)CCNC(=S)Nc1ccc2nc(N3CCN(C)CC3)cc(C)c2c1
E_LUMO, eV: 0.24

Each atom is followed by the atoms it is bonded to, with distances in Å.
Cartesian coordinates (Å):
1 C -3.54060 -1.72935 1.41485  C2 1.536, H30 1.088, H31 1.087, H32 1.087
2 C -4.12346 -2.70011 0.37756  C1 1.536, N3 1.444, H33 1.095, H34 1.093
3 N -4.93462 -2.15335 -0.68484  C2 1.444, C4 1.451, C6 1.439
4 C -6.21202 -1.57373 -0.31316  N3 1.451, C5 1.526, H35 1.101, H36 1.094
5 C -7.13459 -2.58203 0.36574  C4 1.526, H37 1.087, H38 1.087, H39 1.087
6 C -4.27714 -1.52031 -1.79696  N3 1.439, C7 1.549, H40 1.099, H41 1.094
7 C -4.13584 0.02218 -1.80873  C6 1.549, N8 1.437, H42 1.091, H43 1.097
8 N -3.17304 0.53793 -0.87527  C7 1.437, C9 1.345, H44 1.011
9 C -3.48383 1.29700 0.19092  N8 1.345, S10 1.657, N11 1.361
10 S -5.01624 1.83257 0.52300  C9 1.657
11 N -2.48727 1.63247 1.05529  C9 1.361, C12 1.400, H45 1.011
12 C -1.11103 1.39289 0.96364  N11 1.400, C13 1.410, C29 1.379
13 C -0.41611 1.07173 2.14742  C12 1.410, C14 1.364, H46 1.081
14 C 0.92878 0.84435 2.12474  C13 1.364, C15 1.412, H47 1.078
15 C 1.65535 0.92577 0.91707  C14 1.412, N16 1.342, C28 1.420
16 N 2.97437 0.68360 0.95544  C15 1.342, C17 1.321
17 C 3.68771 0.77582 -0.15224  N16 1.321, N18 1.363, C25 1.425
18 N 5.03410 0.60394 -0.03016  C17 1.363, C19 1.442, C24 1.448
19 C 5.91473 0.24524 -1.11487  N18 1.442, C20 1.532, H48 1.088, H49 1.095
20 C 6.11910 -1.27305 -1.14599  C19 1.532, N21 1.450, H50 1.093, H51 1.107
21 N 6.68257 -1.70694 0.11790  C20 1.450, C22 1.446, C23 1.453
22 C 7.01121 -3.11473 0.11104  N21 1.446, H52 1.089, H53 1.089, H54 1.102
23 C 5.78817 -1.36083 1.20974  N21 1.453, C24 1.529, H55 1.092, H56 1.105
24 C 5.57246 0.15245 1.23550  N18 1.448, C23 1.529, H57 1.089, H58 1.094
25 C 3.08012 1.12150 -1.39388  C17 1.425, C26 1.364, H59 1.079
26 C 1.73922 1.36265 -1.46724  C25 1.364, C27 1.498, C28 1.426
27 C 1.09747 1.72826 -2.77039  C26 1.498, H60 1.087, H61 1.089, H62 1.090
28 C 0.96276 1.26503 -0.27537  C15 1.420, C26 1.426, C29 1.404
29 C -0.41972 1.50362 -0.22458  C12 1.379, C28 1.404, H63 1.079
30 H -3.21585 -2.28621 2.29080  C1 1.088
31 H -2.67981 -1.19458 1.02206  C1 1.087
32 H -4.29086 -1.00785 1.72707  C1 1.087
33 H -3.30446 -3.25697 -0.08993  C2 1.095
34 H -4.74639 -3.42814 0.90249  C2 1.093
35 H -6.10813 -0.68846 0.33312  C4 1.101
36 H -6.68636 -1.24897 -1.24337  C4 1.094
37 H -7.16163 -3.50776 -0.20391  C5 1.087
38 H -8.13966 -2.17097 0.41515  C5 1.087
39 H -6.81118 -2.80061 1.37981  C5 1.087
40 H -4.85130 -1.76693 -2.70116  C6 1.099
41 H -3.28411 -1.96657 -1.90309  C6 1.094
42 H -5.09272 0.49369 -1.58020  C7 1.091
43 H -3.83304 0.31598 -2.82100  C7 1.097
44 H -2.24648 0.13483 -0.90702  N8 1.011
45 H -2.81903 2.03830 1.91965  N11 1.011
46 H -0.96957 1.00811 3.07333  C13 1.081
47 H 1.47055 0.59906 3.02439  C14 1.078
48 H 5.53172 0.59008 -2.07284  C19 1.088
49 H 6.88186 0.72505 -0.93280  C19 1.095
50 H 6.81559 -1.53386 -1.94647  C20 1.093
51 H 5.14858 -1.76398 -1.35246  C20 1.107
52 H 7.47728 -3.37435 1.06023  C22 1.089
53 H 7.72152 -3.31068 -0.69110  C22 1.089
54 H 6.12942 -3.75878 -0.03493  C22 1.102
55 H 6.24537 -1.68322 2.14738  C23 1.092
56 H 4.80777 -1.86032 1.10769  C23 1.105
57 H 4.87054 0.42424 2.02188  C24 1.089
58 H 6.53231 0.65238 1.39339  C24 1.094
59 H 3.67731 1.20952 -2.28769  C25 1.079
60 H 1.83872 1.76583 -3.56487  C27 1.087
61 H 0.61877 2.70388 -2.69783  C27 1.089
62 H 0.33664 0.99696 -3.04207  C27 1.090
63 H -0.93588 1.82064 -1.11767  C29 1.079

---

(4)
The ion C22H35BN2O4PS with charge +1, computed with the ωB97M-V functional and the def2-TZVPD basis.

Total charge: +1
E_LUMO, eV: -4.61

Each atom is followed by the atoms it is bonded to, with distances in Å.
Cartesian coordinates (Å):
1 C 3.76918 -2.28499 3.50643  C2 1.633, H32 1.148, H33 1.142, H34 1.145
2 C 3.64760 -3.69761 2.69593  C1 1.633, C3 1.635, H35 1.159, H36 1.152
3 C 2.55074 -3.50616 1.49924  C2 1.635, C4 1.617, H37 1.145, H38 1.156
4 C 3.23606 -3.22532 0.06148  C3 1.617, C5 1.636, H39 1.143, H40 1.150
5 C 2.48298 -2.03751 -0.77403  C4 1.636, C6 1.612, H41 1.161, H42 1.146
6 C 2.71100 -2.17413 -2.36407  C5 1.612, C7 1.635, H43 1.143, H44 1.150
7 C 1.69324 -1.24444 -3.24418  C6 1.635, C8 1.623, H45 1.141, H46 1.150
8 C 1.48833 0.10777 -2.37072  C7 1.623, C9 1.576, C28 1.567
9 C 0.17340 0.23227 -1.51065  C8 1.576, C10 1.568, H47 1.143
10 C -0.12116 1.46645 -0.58892  C9 1.568, C11 1.586, C26 1.591
11 C -1.42052 1.60009 0.31109  C10 1.586, C12 1.624, N19 1.469
12 C -2.53663 0.42231 0.24735  C11 1.624, C13 1.619, H48 1.158, H49 1.141
13 C -3.71458 0.93212 -0.73893  C12 1.619, C14 1.623, H50 1.141, H51 1.153
14 C -4.42959 -0.35492 -1.42118  C13 1.623, C15 1.629, H52 1.160, H53 1.158
15 C -5.93261 -0.58119 -0.83386  C14 1.629, O16 1.474, H54 1.147, H55 1.151
16 O -5.98109 -1.70378 0.11988  C15 1.474, C17 1.441
17 C -7.34348 -2.16302 0.21836  O16 1.441, O18 1.264, H56 1.155
18 O -7.81978 -2.66685 1.27509  C17 1.264
19 N -1.60436 2.76848 1.18175  C11 1.469, P20 1.814, C23 1.461
20 P -3.13223 2.73201 2.15824  N19 1.814, C21 1.920, O22 1.711
21 C -2.51961 2.22463 3.90589  P20 1.920, H57 1.143, H58 1.160, H59 1.160
22 O -3.87515 4.27330 2.18910  P20 1.711, H60 0.997
23 C -0.60988 3.83583 1.26608  N19 1.461, S24 1.847, C25 1.571
24 S -0.81797 5.27798 2.40142  C23 1.847, H61 1.389
25 C 0.69563 3.81584 0.39246  C23 1.571, C26 1.567, H62 1.146
26 C 0.98400 2.61044 -0.56677  C10 1.591, C25 1.567, C27 1.569
27 C 2.28462 2.52375 -1.43938  C26 1.569, C28 1.574, H63 1.150
28 C 2.54268 1.26658 -2.35053  C8 1.567, C27 1.574, B29 1.631
29 B 3.87385 1.08487 -3.27503  C28 1.631, N30 1.519, O31 1.441
30 N 5.29090 1.20362 -2.73962  B29 1.519, H64 1.042, H65 1.033
31 O 3.73056 0.83923 -4.68739  B29 1.441, H66 0.987
32 H 2.92678 -2.14363 4.27323  C1 1.148
33 H 4.77119 -2.24633 4.05355  C1 1.142
34 H 3.67594 -1.45634 2.72194  C1 1.145
35 H 3.24597 -4.49079 3.43963  C2 1.159
36 H 4.68107 -4.00664 2.29192  C2 1.152
37 H 1.77344 -2.71182 1.77611  C3 1.145
38 H 2.00922 -4.52565 1.43351  C3 1.156
39 H 3.25857 -4.18123 -0.56536  C4 1.143
40 H 4.30547 -2.86202 0.28024  C4 1.150
41 H 2.91830 -1.05612 -0.33340  C5 1.161
42 H 1.37556 -2.05134 -0.48079  C5 1.146
43 H 3.80045 -1.89373 -2.56884  C6 1.143
44 H 2.49816 -3.25712 -2.68531  C6 1.150
45 H 2.07277 -1.03926 -4.30030  C7 1.141
46 H 0.65494 -1.73680 -3.28692  C7 1.150
47 H -0.55318 -0.64450 -1.60652  C9 1.143
48 H -2.09871 -0.52505 -0.25400  C12 1.158
49 H -2.89455 0.09234 1.27974  C12 1.141
50 H -4.46120 1.64550 -0.25268  C13 1.141
51 H -3.20264 1.50638 -1.59740  C13 1.153
52 H -3.84574 -1.33737 -1.22519  C14 1.160
53 H -4.56238 -0.21446 -2.56252  C14 1.158
54 H -6.26350 0.35869 -0.26616  C15 1.147
55 H -6.60681 -0.81817 -1.73555  C15 1.151
56 H -8.08427 -2.06212 -0.66193  C17 1.155
57 H -2.48038 3.09950 4.64008  C21 1.143
58 H -1.50754 1.66674 3.80769  C21 1.160
59 H -3.26514 1.41128 4.26301  C21 1.160
60 H -3.67757 4.66097 3.08611  O22 0.997
61 H 0.38132 5.43343 3.08378  S24 1.389
62 H 1.43051 4.68807 0.50718  C25 1.146
63 H 3.11217 3.32217 -1.44637  C27 1.150
64 H 5.21396 0.86454 -1.75729  N30 1.042
65 H 5.48940 2.21724 -2.76160  N30 1.033
66 H 4.61231 0.71596 -5.11413  O31 0.987

---

no.,HOMO-LUMO gap (eV),largest force on an atom (hartree/bohr),E_HOMO (eV)
1,8.12,0.0146,-7.57
2,8.91,0.0230,-8.47
3,7.75,0.0149,-7.50
4,6.73,0.1110,-11.33